Below is 16 unconnected molecules or ions with the total composition C48H128O48S16 in a non-equilibrium geometry, with properties calculated with the ωB97M-V functional and the def2-TZVPD basis.

```
240
Properties=species:S:1:pos:R:3:forces:R:3
O -13.36301 14.12353 30.46919 0.4 -1.3 0.6
S -14.10640 15.06814 29.72039 0.2 0.9 -1.8
O -15.52521 15.13667 29.89522 0.2 0.5 0.1
O -13.41454 16.49793 30.02679 0.3 -1.3 -0.3
C -11.96074 16.36461 30.31480 -0.2 -0.7 2.1
C -11.51688 17.76815 30.51562 -0.9 0.8 -0.4
C -13.72378 14.90829 27.94903 -0.3 -0.9 1.9
H -11.32178 15.87685 29.58497 -0.7 -0.1 -0.9
H -11.82890 15.69418 31.21883 -0.4 1.0 -0.8
H -11.79163 18.28446 29.57574 0.2 0.2 0.6
H -10.46123 17.82467 30.64017 0.9 0.0 0.1
H -11.99291 18.25390 31.38168 0.0 -0.2 -0.4
H -14.04364 13.90424 27.66092 -0.3 0.2 -0.1
H -12.64852 14.90389 27.93968 0.5 0.4 -0.4
H -14.24147 15.70912 27.45567 0.0 0.3 -0.5
O -5.86521 16.31527 22.47332 2.1 -0.4 0.6
S -7.17716 16.51908 22.02775 -3.3 0.5 -1.1
O -8.25797 15.67511 22.45682 0.2 0.2 1.0
O -7.60697 18.01815 22.33845 -1.2 -0.8 0.9
C -6.67806 19.11092 22.30066 1.2 -0.7 0.0
C -7.22652 20.34272 22.98080 0.0 0.0 -1.4
C -7.40218 16.48778 20.29906 0.6 1.8 0.5
H -6.50731 19.23276 21.25680 0.2 0.8 -0.9
H -5.74780 18.69992 22.67599 0.3 0.4 0.6
H -7.60487 20.13810 23.92791 -1.0 -0.8 1.6
H -8.01298 20.72475 22.33941 -0.3 0.2 0.2
H -6.53589 21.14554 23.20327 0.7 0.0 -0.6
H -8.24742 17.12942 20.14628 -0.7 0.0 -0.1
H -7.56099 15.52806 19.91223 0.0 -1.4 -0.4
H -6.59468 17.03437 19.87700 1.0 0.1 -0.8
O -14.82911 17.40013 25.97734 -0.4 0.2 -0.4
S -13.68070 18.09899 25.48776 1.0 -1.2 0.4
O -13.12041 19.12514 26.30556 -0.4 1.0 -0.4
O -12.52966 17.02835 25.32160 1.0 -0.4 -0.2
C -11.21447 17.21168 25.96051 -0.3 0.1 0.9
C -10.18308 18.00378 25.22369 -0.6 0.5 -1.6
C -13.85226 18.46137 23.76560 -2.2 0.9 0.4
H -10.87715 16.19018 26.10700 -0.1 -0.1 0.2
H -11.37022 17.74360 26.91731 -0.1 -0.7 -0.3
H -10.45394 19.04729 25.18015 -0.3 0.4 -0.1
H -9.97379 17.70030 24.19063 -0.2 -0.2 0.2
H -9.24833 17.98317 25.72980 0.8 -0.3 0.7
H -12.92698 18.88059 23.39272 -0.1 0.5 -0.1
H -14.83388 19.02680 23.67867 1.6 0.1 0.0
H -14.10862 17.57215 23.21524 0.3 -0.8 0.1
O -14.94044 16.92470 20.30283 0.9 0.8 0.6
S -14.98755 16.55953 18.93031 -2.2 -2.3 -1.8
O -15.80478 17.27372 17.97671 1.2 0.6 0.6
O -13.49999 16.34725 18.39590 -0.1 0.7 1.5
C -13.27361 16.17196 17.00870 -1.1 -0.2 -1.9
C -11.87732 16.54599 16.59382 0.2 1.5 -0.2
C -15.68772 14.92061 18.82403 0.9 -0.2 0.1
H -14.09325 16.71006 16.46597 0.9 -0.2 0.3
H -13.36514 15.11960 16.70556 -0.4 0.1 0.6
H -11.16749 16.09097 17.31249 -0.1 0.0 -0.8
H -11.66560 17.67635 16.56484 -0.4 -1.6 0.0
H -11.83381 16.14460 15.54660 0.6 0.4 1.0
H -15.18571 14.19580 19.49960 -0.1 0.4 -0.7
H -15.71307 14.65788 17.74904 0.2 -0.2 0.7
H -16.68938 15.03812 19.19197 -0.6 0.1 0.0
O -12.43658 7.84757 22.24179 -0.4 -0.4 -0.2
S -12.05571 9.20831 22.44472 0.5 -0.3 -0.7
O -12.93236 10.26904 22.01892 0.4 -0.4 0.9
O -11.70251 9.37869 23.96716 0.3 0.5 0.7
C -10.73470 8.49505 24.68657 -1.3 -1.2 -1.0
C -11.37947 7.10152 24.98025 -0.8 0.7 0.0
C -10.47780 9.50033 21.66941 -0.4 -0.5 1.0
H -10.48527 9.09239 25.54937 -0.1 -0.1 0.3
H -9.83649 8.34333 24.07329 -0.2 0.3 0.1
H -11.02728 6.66366 25.90543 0.6 -0.1 0.1
H -11.27964 6.41883 24.14374 0.5 0.0 0.0
H -12.47674 7.11343 25.11623 0.4 0.7 0.0
H -10.74034 9.64467 20.63189 0.3 0.3 -0.3
H -9.80644 8.63471 21.81219 -0.4 0.5 -0.1
H -10.13212 10.37281 22.22753 0.4 0.1 -0.7
O -16.45947 8.12561 30.11318 0.1 -0.4 -0.2
S -16.69878 9.43933 30.61887 0.1 -1.8 0.4
O -15.81101 9.98221 31.57704 0.9 0.3 1.3
O -16.71541 10.36491 29.41419 -1.5 -0.2 -0.6
C -16.69224 11.83687 29.69324 2.3 -1.4 -1.7
C -17.94552 12.54383 29.48040 -0.7 0.9 0.3
C -18.29236 9.49664 31.29376 -0.7 1.4 -0.5
H -16.02659 11.89355 28.80134 -0.1 2.0 1.2
H -16.21309 11.89995 30.64161 0.5 0.6 0.5
H -18.76206 12.37958 30.20967 0.5 0.2 -0.3
H -18.23063 12.20719 28.51786 -1.0 0.1 -1.1
H -17.67972 13.62440 29.40530 -0.4 -0.7 0.1
H -18.50869 10.56068 31.38483 -0.1 0.1 0.1
H -18.31325 9.09417 32.27929 0.1 -0.7 0.5
H -19.02593 9.09112 30.61105 0.0 -0.4 0.0
O -6.52551 12.01366 26.07826 -0.7 0.4 -0.2
S -7.20426 12.22894 24.83156 0.5 0.3 -0.8
O -7.39210 11.10163 23.95239 -0.5 0.2 0.3
O -8.62280 12.92924 25.17227 0.0 0.0 -1.0
C -9.73433 12.80390 24.12687 2.6 -1.5 -0.7
C -10.79994 13.75864 24.32046 -1.4 2.8 0.3
C -6.26399 13.43281 23.86158 -3.7 0.1 -1.0
H -10.02633 11.77074 24.21386 -0.3 -0.4 0.0
H -9.25722 12.94353 23.12983 -0.2 -0.1 0.7
H -10.42016 14.76874 24.14610 0.2 0.1 -0.3
H -11.18135 13.84490 25.33646 -0.1 -0.6 -0.1
H -11.66016 13.68419 23.60528 1.0 -0.5 0.6
H -5.38125 12.98489 23.56513 2.1 -0.7 0.1
H -6.28023 14.38605 24.31868 0.7 0.7 0.9
H -6.81477 13.63292 22.90312 0.1 -0.5 0.9
O -21.85557 8.35725 25.04281 1.2 0.5 -0.5
S -20.89518 9.19598 24.36169 -1.7 0.0 1.0
O -21.16187 9.54593 23.00001 0.5 0.2 -0.1
O -20.79334 10.50191 25.27594 -0.3 -0.3 0.0
C -20.24026 11.68052 24.67751 -1.0 0.8 -0.7
C -20.13976 12.74485 25.74331 -0.7 0.7 -1.0
C -19.29592 8.61104 24.62741 1.4 -2.3 -0.6
H -20.91867 11.96106 23.87208 0.0 0.2 0.0
H -19.28875 11.46568 24.23168 0.7 -0.2 -0.1
H -21.15036 13.03340 26.10515 0.7 -0.4 0.0
H -19.69731 13.70360 25.33835 -0.2 -1.4 0.5
H -19.55398 12.25557 26.49441 0.4 0.5 0.9
H -19.07263 8.74058 25.65955 -0.1 0.1 0.9
H -18.45009 9.03271 24.09373 -0.5 0.5 -0.4
H -19.25215 7.51666 24.39658 -0.3 0.8 0.1
O -18.16372 6.00287 21.44679 0.4 0.2 0.1
S -16.98065 6.82289 21.42024 -1.9 -1.2 -1.2
O -16.46608 7.17748 20.13277 0.8 0.0 -0.1
O -17.36496 8.08782 22.17380 0.1 2.5 1.3
C -16.47640 9.32315 22.24219 -0.8 -0.8 0.1
C -17.36614 10.50185 21.87919 -1.0 0.5 1.1
C -15.83911 6.07997 22.47304 2.1 0.4 -0.3
H -15.67481 9.14691 21.49159 -0.4 0.4 0.7
H -16.11021 9.38218 23.29852 -0.1 -0.2 -1.0
H -17.88224 10.37131 20.92777 0.4 -0.1 0.0
H -16.75042 11.39216 21.83741 0.2 0.1 -0.2
H -18.20360 10.80592 22.62292 1.5 -1.1 -0.8
H -16.22481 6.20082 23.46497 -0.2 -0.1 0.5
H -14.85380 6.65795 22.40344 -1.1 -1.2 0.0
H -15.82064 5.01990 22.18938 0.5 0.4 0.1
O -19.69035 14.37376 19.71412 -0.8 0.5 -0.1
S -19.21093 13.42283 20.65745 -0.5 -0.2 -0.9
O -17.97572 12.82086 20.32633 1.4 -1.1 -0.8
O -19.00435 14.05044 22.03649 -0.9 0.7 2.1
C -17.85593 14.90552 22.23667 -0.1 0.4 -0.7
C -17.94929 15.53713 23.61492 -0.1 1.5 0.1
C -20.42371 12.21335 21.04076 -1.1 -0.2 1.5
H -17.81059 15.57927 21.36884 -0.2 0.4 0.6
H -16.99813 14.28291 22.08274 0.6 -0.5 0.4
H -16.92408 15.94093 23.90485 -1.4 -0.4 -0.4
H -18.22112 14.74873 24.34557 0.1 0.6 -0.3
H -18.72522 16.41775 23.62998 1.4 -1.8 0.1
H -20.02090 11.35587 21.57423 0.4 0.2 0.2
H -20.80611 11.78430 20.14500 -0.3 0.1 -1.0
H -21.28715 12.57810 21.67047 1.1 0.1 -0.9
O -10.76508 19.26361 22.01429 -0.5 1.0 0.7
S -10.60640 18.80494 20.68632 0.6 -3.6 -2.0
O -9.41032 18.98819 19.93247 0.5 1.0 0.1
O -10.64932 17.15803 20.73639 -0.5 1.7 -0.3
C -11.69791 16.60956 21.60653 0.3 1.2 -1.2
C -11.86899 15.18261 21.16997 -3.1 0.3 1.4
C -11.97075 19.17557 19.60376 -1.0 0.4 1.2
H -12.57996 17.24623 21.42694 0.0 -0.6 0.3
H -11.27409 16.80737 22.57037 -0.4 -0.5 1.0
H -12.88923 14.79155 21.62571 2.1 0.5 -0.6
H -11.02658 14.65294 21.55023 0.5 -0.9 -0.3
H -12.05919 15.18030 20.10388 0.5 -0.3 -0.2
H -12.87014 18.74925 20.09578 0.4 0.4 -0.4
H -11.87011 18.74909 18.61212 0.5 -0.2 0.2
H -12.06575 20.27202 19.54757 0.1 -0.4 0.1
O -14.45255 13.26053 15.71173 0.4 0.5 -0.1
S -14.08759 11.89522 15.49666 1.7 0.1 -1.1
O -12.77825 11.37296 15.83683 -0.6 0.9 -0.3
O -15.14777 11.13069 16.28111 -0.6 -2.1 0.5
C -14.79825 9.69744 16.60307 1.4 0.9 -1.0
C -15.64139 9.30017 17.70663 -1.3 0.7 1.1
C -14.37124 11.56381 13.74007 -1.0 1.5 0.3
H -13.70227 9.69961 16.73231 -0.7 -0.2 0.3
H -15.02672 9.07923 15.74332 -0.1 0.1 -0.5
H -16.65811 9.32804 17.34785 -0.6 0.5 0.2
H -15.52210 9.84149 18.64948 0.0 0.2 -0.4
H -15.54666 8.29032 17.94318 0.7 -1.9 0.4
H -15.46446 11.42485 13.65334 0.5 0.0 -0.1
H -13.83379 10.71516 13.32398 0.2 0.2 0.2
H -14.15591 12.57167 13.27024 0.1 -1.4 0.3
O -16.06507 7.88600 25.41903 0.9 -0.5 0.5
S -15.86471 6.93573 26.49228 -0.3 -1.0 0.0
O -15.47834 5.55519 26.18844 -0.2 2.0 0.3
O -14.86069 7.56029 27.61225 -0.4 -1.1 -1.5
C -13.93715 6.61390 28.27467 0.4 0.9 -1.6
C -12.81441 7.48623 28.77677 0.8 -0.8 -1.3
C -17.37063 6.97264 27.39608 1.0 -1.8 0.8
H -13.58775 5.88756 27.53305 -0.3 0.0 0.3
H -14.51744 6.17079 29.04545 -0.2 -0.6 0.8
H -12.22201 7.99192 27.95302 -0.7 -0.8 0.8
H -12.16014 6.84708 29.38031 0.0 0.5 0.1
H -13.29867 8.23819 29.32615 -0.2 1.2 1.2
H -18.16221 6.61876 26.74580 -0.2 0.3 0.0
H -17.40685 7.95056 27.80465 -0.6 1.0 0.1
H -17.21667 6.28268 28.25017 -0.3 0.3 -0.5
O -11.62188 12.15104 26.74288 -0.3 -0.1 0.9
S -10.94492 12.10675 28.01636 2.9 -0.7 -1.1
O -10.52725 13.32736 28.65720 -0.7 -0.2 -0.2
O -11.69258 11.17103 28.99422 -1.0 0.6 0.4
C -11.60612 11.49925 30.44247 0.4 -2.2 0.2
C -12.93187 11.05726 31.06477 0.4 1.8 -0.7
C -9.43896 11.10935 27.75917 -0.3 1.2 -0.3
H -11.38865 12.54505 30.57067 -0.1 0.2 -0.1
H -10.70790 10.86902 30.76266 -1.2 0.9 0.0
H -13.79462 11.32844 30.45444 0.3 0.5 0.0
H -13.02804 11.52822 32.02380 -0.2 0.3 0.5
H -13.06168 10.04091 31.20566 0.3 -2.2 0.2
H -9.62808 10.26980 27.09925 -0.2 0.0 0.0
H -9.04804 10.77988 28.70659 0.0 -0.1 0.4
H -8.70917 11.78761 27.30508 -0.2 -0.2 0.0
O -15.50682 12.46727 26.75831 0.3 2.0 1.5
S -15.54756 11.37325 25.87475 1.6 0.0 -1.1
O -16.81213 10.84953 25.58875 -1.8 -1.3 -0.8
O -14.89264 11.81079 24.47390 -0.6 0.1 0.6
C -13.94731 12.90716 24.42767 1.3 0.3 0.7
C -14.62686 14.26423 24.19466 -0.5 0.0 -2.5
C -14.35516 10.21380 26.39841 -1.7 -0.7 1.4
H -13.30844 12.58814 23.58572 -0.3 0.4 0.3
H -13.26522 12.94794 25.33964 -1.1 -0.3 -1.0
H -15.40643 14.46247 24.92532 0.0 -0.1 0.2
H -15.15160 14.18073 23.13100 1.0 0.4 2.1
H -13.93048 15.16296 24.18025 -0.6 -1.4 0.1
H -13.53680 10.83798 26.60960 1.6 0.4 -0.2
H -14.29123 9.47833 25.62787 0.6 -0.4 -0.4
H -14.65014 9.71915 27.36507 -0.1 0.7 -1.1
O -21.14840 15.73250 26.13324 0.6 0.2 0.7
S -20.37056 15.90925 27.33356 -0.6 0.8 -0.7
O -19.71718 14.80558 27.95202 0.2 -0.7 0.1
O -19.31498 17.05612 27.08883 0.2 -0.5 -0.5
C -17.95561 16.90953 27.65078 -0.9 1.0 0.3
C -18.00054 17.13483 29.13516 0.2 0.3 0.8
C -21.34622 16.73068 28.52071 1.2 0.0 0.9
H -17.45865 17.75900 27.13876 0.2 -1.0 0.3
H -17.58311 15.91549 27.47292 0.3 -0.2 -0.7
H -16.97637 16.99714 29.50957 -0.3 0.1 0.0
H -18.64625 16.42168 29.70459 0.5 0.5 -0.7
H -18.32018 18.16979 29.32719 0.0 -0.3 0.2
H -21.56987 17.70770 28.18535 -0.6 0.8 -0.7
H -20.73516 16.86618 29.41557 0.0 -0.2 -0.1
H -22.18565 16.14761 28.76789 -1.2 -0.6 0.1
```
Positions in Å, forces in eV/Å.

Properties
spin multiplicity: 1
highest occupied orbital energy: -10.265 eV
energy relative to the best compared isomer or geometry (same formula, charge and spin): 63.7 kcal per mole
LUMO level: 0.13 eV